Entry 1:
ORCA calculation (ωB97M-V/def2-TZVPD) on 3 unconnected molecules or ions with the total composition C5H6NO6S2 at a distorted geometry.

Geometry as XYZ:
```
20
Properties=species:S:1:pos:R:3:lowdin_charge:R:1
C 4.33 -1.13 -0.26 -0.238
C -4.75 -0.55 -0.03 -0.508
C -0.11 -0.18 0.37 -0.892
C 3.53 -2.17 -0.24 -0.023
C 0.88 2.66 -0.14 -0.410
N 0.73 1.24 -0.21 -0.005
O 5.22 -0.32 -0.17 0.082
O -4.47 -0.82 -1.12 0.176
O 1.60 3.27 -0.89 -0.027
O -5.02 -0.20 1.03 0.191
O -2.47 -1.16 0.66 -0.518
O -2.60 1.29 0.10 -0.321
S 0.26 -1.58 -0.52 0.521
S -1.85 -0.21 -0.26 0.765
H 2.50 -2.10 -0.25 -0.114
H 3.99 -3.19 -0.19 0.083
H 0.15 3.18 0.69 0.147
H -3.35 1.27 0.64 -0.020
H 0.01 0.00 1.48 0.087
H 1.43 0.70 -0.68 0.022
```

Results
E = -40726.58584 eV
Lowest unoccupied orbital energy = 2.996 eV
Net charge = -1
HOMO-LUMO gap = 7.67 eV



Entry 2:
ORCA calculation (ωB97M-V/def2-TZVPD) on a gas-phase ion, C5H6NS (charge +1) at a distorted geometry.

Geometry as XYZ:
```
13
Properties=species:S:1:pos:R:3:lowdin_charge:R:1
C 3.95 -0.68 0.00 0.233
C 2.70 -0.51 0.14 -0.188
C -0.13 -1.83 -0.06 -0.304
C -0.88 0.73 0.03 -0.418
C 1.46 -0.33 0.29 -0.066
N 0.53 0.81 0.60 -0.013
S -1.52 -0.92 0.32 0.937
H 0.26 -1.78 -1.13 0.085
H 0.03 -2.76 0.41 0.044
H -1.52 1.54 0.44 0.127
H -0.63 0.95 -1.02 0.110
H 0.74 1.81 0.25 0.222
H 0.39 0.65 1.68 0.231
```

Results
E = -17591.96939 eV
Lowest unoccupied orbital energy = -6.039 eV
Net charge = +1
HOMO-LUMO gap = 7.35 eV



Entry 3:
ORCA calculation (ωB97M-V/def2-TZVPD) on a molecular structure, C5H6NaO3 at a distorted geometry.

Geometry as XYZ:
```
15
Properties=species:S:1:pos:R:3:lowdin_charge:R:1
C 2.29 4.34 6.64 0.030
C 0.87 4.27 7.09 -0.275
C -0.02 3.43 6.21 -0.100
C -1.28 3.62 5.89 -0.188
O -2.32 4.23 5.78 0.048
Na -3.36 4.16 3.70 0.723
H 3.09 4.45 7.37 0.047
H 2.60 3.91 5.68 0.054
H 0.45 5.29 7.18 0.116
H 0.85 3.88 8.13 0.112
H 0.44 2.70 5.52 0.106
O 0.02 1.49 3.09 -0.031
O -1.88 2.65 3.07 -0.172
C -1.15 1.69 3.39 -0.602
H -1.26 1.70 4.70 0.131
```

Results
E = -15837.21110 eV
⟨S²⟩ = 0.754
Lowest unoccupied orbital energy (spin up / spin down) = -0.933 / -0.933 eV
Net charge = 0
HOMO-LUMO gap (spin up / spin down) = 7.14 / 7.18 eV
Spin multiplicity = 2



Entry 4:
ORCA calculation (ωB97M-V/def2-TZVPD) on a molecular structure, C5H6O.

Geometry as XYZ:
```
12
Properties=species:S:1:pos:R:3:lowdin_charge:R:1
C 1.17 -0.51 -0.90 -0.017
C -0.12 0.03 -0.38 -0.351
C -0.96 -0.75 0.51 -0.146
O -0.16 0.08 1.36 -0.128
C -0.54 1.40 -0.65 -0.026
C -0.55 1.68 0.60 0.039
H 1.93 0.28 -0.94 0.095
H 1.00 -0.86 -1.93 0.100
H 1.53 -1.34 -0.29 0.091
H -0.70 -1.81 0.64 0.127
H -2.03 -0.55 0.54 0.128
H -0.58 2.35 1.45 0.088
```

Results
E = -7323.90951 eV
Lowest unoccupied orbital energy = 0.939 eV
Net charge = 0
HOMO-LUMO gap = 9.85 eV



Entry 5:
ORCA calculation (ωB97M-V/def2-TZVPD) on C5H6O in the gas phase at a distorted geometry.

Geometry as XYZ:
```
12
Properties=species:S:1:pos:R:3:lowdin_charge:R:1
C 0.11 0.00 -1.08 -0.134
C 0.89 0.17 1.65 -0.060
C -1.35 -0.57 -1.24 -0.284
C -0.55 1.46 -0.23 0.102
C 0.25 0.78 0.48 -0.278
O -1.76 -1.58 -0.72 0.040
H -1.97 -0.02 -1.98 0.119
H 0.45 0.53 -1.96 0.099
H 0.78 -0.82 -0.80 0.125
H 0.78 0.85 2.50 0.091
H 0.41 -0.78 1.90 0.094
H 1.96 0.00 1.48 0.086
```

Results
E = -7325.04144 eV
Lowest unoccupied orbital energy = 0.864 eV
Net charge = 0
HOMO-LUMO gap = 10.45 eV



Entry 6:
ORCA calculation (ωB97M-V/def2-TZVPD) on C5H6O in the gas phase at a distorted geometry.

Geometry as XYZ:
```
12
Properties=species:S:1:pos:R:3:lowdin_charge:R:1
C -1.83 -0.10 -0.05 0.076
C -0.65 -0.01 -0.68 -0.378
C 0.32 1.11 -0.59 -0.023
C 1.36 0.57 0.05 -0.041
C 0.96 -0.87 0.32 -0.181
O 0.10 -1.17 -0.77 -0.074
H 0.22 -0.81 1.17 0.136
H -2.22 -1.09 0.14 0.076
H -2.34 0.77 0.33 0.067
H 0.12 2.15 -0.84 0.110
H 2.23 1.06 0.47 0.105
H 1.74 -1.62 0.45 0.125
```

Results
E = -7327.15154 eV
Lowest unoccupied orbital energy = 1.107 eV
SMILES string = C=C1C=CCO1
Net charge = 0
HOMO-LUMO gap = 10.13 eV



Entry 7:
ORCA calculation (ωB97M-V/def2-TZVPD) on C5H6O in the gas phase at a distorted geometry.

Geometry as XYZ:
```
12
Properties=species:S:1:pos:R:3:lowdin_charge:R:1
C -0.06 1.39 0.57 -0.042
C -0.15 -0.08 0.12 -0.347
C -1.48 -0.44 -0.48 -0.234
O -2.46 0.26 -0.41 0.063
C 1.05 -0.69 -0.46 -0.128
C 2.01 -1.42 -0.53 0.121
H 0.84 1.58 1.17 0.080
H -0.02 2.08 -0.29 0.092
H -0.94 1.67 1.15 0.078
H -0.11 -0.90 0.87 0.162
H -1.52 -1.47 -0.87 0.131
H 2.84 -2.00 -0.84 0.024
```

Results
E = -7326.83913 eV
Lowest unoccupied orbital energy = 0.748 eV
SMILES string = C#C[C@@H](C)C=O
Net charge = 0
HOMO-LUMO gap = 10.56 eV



Entry 8:
ORCA calculation (ωB97M-V/def2-TZVPD) on C5H6O in the gas phase.

Geometry as XYZ:
```
12
Properties=species:S:1:pos:R:3:lowdin_charge:R:1
C 1.22 1.43 -0.18 -0.102
C 0.17 0.77 -1.09 -0.251
C -0.34 -0.45 -0.45 -0.022
C -0.77 -1.33 0.26 0.039
C -1.36 -2.18 1.26 -0.287
O -1.11 -2.07 2.44 0.049
H 0.82 1.51 0.84 0.080
H 2.13 0.83 -0.13 0.079
H 1.47 2.43 -0.54 0.071
H 0.57 0.56 -2.09 0.112
H -0.68 1.44 -1.22 0.118
H -2.10 -2.93 0.91 0.114
```

Results
E = -7327.44105 eV
Lowest unoccupied orbital energy = 0.339 eV
SMILES string = CCC#CC=O
Net charge = 0
HOMO-LUMO gap = 10.63 eV



Entry 9:
ORCA calculation (ωB97M-V/def2-TZVPD) on C5H6O in the gas phase at a distorted geometry.

Geometry as XYZ:
```
12
Properties=species:S:1:pos:R:3:lowdin_charge:R:1
C -1.48 0.45 -0.21 -0.121
C -0.66 -0.40 0.70 -0.178
C 1.37 0.23 0.12 -0.238
C 0.96 -0.45 -0.98 -0.044
C -0.58 -0.50 -0.84 -0.236
H -2.57 0.22 -0.44 0.129
H -1.08 1.63 -0.14 0.181
H -0.93 -0.98 1.78 0.207
H 2.31 1.02 0.35 0.181
H 1.44 -0.86 -1.97 0.131
H -1.10 -1.28 -1.25 0.097
O 0.53 0.54 1.12 -0.110
```

Results
E = -7324.66371 eV
Lowest unoccupied orbital energy = 1.090 eV
SMILES string = C1=C[C@@H]2C[C@@H]2O1
Net charge = 0
HOMO-LUMO gap = 9.37 eV



Entry 10:
ORCA calculation (ωB97M-V/def2-TZVPD) on C5H6O in the gas phase.

Geometry as XYZ:
```
12
Properties=species:S:1:pos:R:3:lowdin_charge:R:1
C -0.49 -0.80 -1.89 -0.073
C 0.61 -0.32 -0.96 -0.238
C 0.74 0.96 0.98 -0.065
O -0.03 0.24 0.21 -0.122
C 0.04 1.14 2.23 -0.132
C -0.34 1.15 3.38 0.127
H -0.10 -1.53 -2.61 0.078
H -0.93 0.03 -2.45 0.078
H -1.28 -1.28 -1.31 0.081
H 1.28 0.43 -1.39 0.116
H 1.21 -1.16 -0.59 0.120
H -0.69 1.13 4.39 0.031
```

Results
E = -7324.96958 eV
Lowest unoccupied orbital energy = -0.002 eV
Net charge = 0
HOMO-LUMO gap = 8.73 eV



Entry 11:
ORCA calculation (ωB97M-V/def2-TZVPD) on C5H6O in the gas phase.

Geometry as XYZ:
```
12
Properties=species:S:1:pos:R:3:lowdin_charge:R:1
O -2.33 -0.69 0.64 0.074
C -1.19 -0.36 0.42 -0.409
C -0.63 0.07 -0.94 -0.110
C 0.74 0.66 -0.60 -0.179
C 1.07 -0.13 0.64 -0.064
C -0.02 -0.46 1.33 -0.010
H -1.34 0.72 -1.46 0.117
H -0.46 -0.82 -1.56 0.129
H 1.51 0.60 -1.38 0.107
H 0.65 1.72 -0.32 0.121
H 2.08 -0.45 0.88 0.109
H -0.07 -0.84 2.35 0.114
```

Results
E = -7328.93617 eV
Lowest unoccupied orbital energy = 0.451 eV
SMILES string = O=C1C=CCC1
Net charge = 0
HOMO-LUMO gap = 9.96 eV



Entry 12:
ORCA calculation (ωB97M-V/def2-TZVPD) on C5H6O in the gas phase.

Geometry as XYZ:
```
12
Properties=species:S:1:pos:R:3:lowdin_charge:R:1
C -0.76 -0.98 -0.80 -0.062
C -0.28 -0.06 0.33 -0.353
C 0.88 -0.68 1.09 -0.227
O 1.26 -1.81 0.93 0.067
C 0.10 1.29 -0.11 -0.121
C 0.43 2.41 -0.42 0.128
H -1.62 -0.55 -1.31 0.083
H 0.04 -1.13 -1.53 0.090
H -1.03 -1.95 -0.39 0.083
H -1.09 0.06 1.07 0.153
H 1.36 -0.01 1.84 0.130
H 0.71 3.40 -0.70 0.029
```

Results
E = -7327.46701 eV
Lowest unoccupied orbital energy = 0.885 eV
SMILES string = C#C[C@@H](C)C=O
Net charge = 0
HOMO-LUMO gap = 10.79 eV



What relative energy (zero: lowest compared OMol25 entry of this formula, charge and spin) values result from the calculations? In sequence: 1.2932, 7.4660, 1.3880, 5.3750, 4.2431, 2.1330, 2.4454, 1.8435, 4.6208, 4.3149, 0.3483, 1.8175 eV.